C17H20CoN4STe | ωB97M-V with the def2-TZVPD basis set

Values from the calculation:
Lowest unoccupied orbital energy (alpha / beta) in eV: -0.91 / -1.15
Energy above the lowest of the compared OMol25 structures with the same formula, charge and spin in eV: 0.000
HOMO level (alpha / beta) in hartree: -0.2448 / -0.2420
Kohn-Sham gap (alpha / beta) in eV: 5.75 / 5.43

```
! RIJCOSX wB97M-V def2-TZVPD def2/J DEFGRID3
* xyz 0 4
Co -0.7501 0.5709 -2.1537
C 2.0291 -0.7244 -4.9189
C 0.9956 -0.5840 -3.9110
N 0.6171 0.5640 -3.3507
N 1.4070 1.6452 -3.5449
C 0.8091 2.7852 -3.1056
N 1.4114 3.9137 -3.3843
S -0.7123 2.7612 -2.3528
C 0.2038 -1.7027 -3.4286
C 0.4743 -3.0796 -3.6738
C -0.1753 -4.0381 -2.9080
C -1.0065 -3.5649 -1.8389
C -1.2352 -2.2175 -1.6710
N -0.6453 -1.3259 -2.4587
H 2.6810 0.1647 -4.8512
H 1.5835 -0.7980 -5.9006
H 2.5788 -1.6536 -4.7256
H 2.3970 3.9453 -3.5996
H 0.9742 4.8150 -3.1574
H 1.1303 -3.3156 -4.4981
H -0.0572 -5.0972 -3.1048
H -1.5992 -4.2717 -1.2054
H -1.8011 -1.8197 -0.8860
C -1.3871 1.0362 6.4054
C -1.0080 0.7943 4.9436
C -0.7580 -0.4846 4.4778
C -0.3676 -0.6791 3.1217
C -0.0302 -2.0425 2.5701
C -0.2022 0.4426 2.2333
Te 0.6216 0.2395 0.2244
C -0.4765 1.7126 2.7076
C -0.1820 2.9118 1.8801
C -0.9038 1.8529 4.0472
H -1.3794 0.1026 6.9681
H -2.3983 1.4699 6.4872
H -0.6562 1.7559 6.8782
H -0.9329 -1.3825 5.1172
H -0.4861 -2.8358 3.1887
H 1.0512 -2.2284 2.4674
H -0.4826 -2.1714 1.5587
H -0.6300 2.8558 0.8873
H 0.9303 2.9678 1.6973
H -0.5577 3.8436 2.3445
H -1.0745 2.8668 4.4239
*
```


C4H13NOS | ωB97M-V with the def2-TZVPD basis set

Values from the calculation:
SMILES: NCCCCS.O
Lowest unoccupied orbital energy in eV: 0.54
Energy above the lowest of the compared OMol25 structures with the same formula, charge and spin in eV: 0.675
HOMO level in hartree: -0.3229
Kohn-Sham gap in eV: 9.32

```
! RIJCOSX wB97M-V def2-TZVPD def2/J DEFGRID3
* xyz 0 1
N 1.9968 0.9520 -0.4509
C 1.4446 0.6970 0.9031
C 0.1584 1.4740 1.1156
C -0.8635 1.3936 -0.0011
C -1.3763 -0.0289 -0.2841
S -2.7299 -0.6840 0.7417
H 2.6522 0.2090 -0.6454
H 2.4741 1.8416 -0.4707
H 1.2579 -0.3742 0.9602
H 2.1794 0.9496 1.6680
H -0.2766 1.1756 2.0721
H 0.3904 2.5261 1.2780
H -0.3676 1.7020 -0.9236
H -1.7201 2.0431 0.1905
H -0.4751 -0.6355 -0.1151
H -1.7457 -0.2864 -1.2769
H -2.2041 -0.6208 1.9668
O 3.1432 -2.4822 -2.3328
H 3.5852 -1.7178 -2.7400
H 3.4922 -2.4615 -1.4333
*
```


C36H43GeMoN5O9S2 | ωB97M-V with the def2-TZVPD basis set

Values from the calculation:
Lowest unoccupied orbital energy (alpha / beta) in eV: -3.77 / -4.69
Energy above the lowest of the compared OMol25 structures with the same formula, charge and spin in eV: 0.000
HOMO level (alpha / beta) in hartree: -0.4086 / -0.4176
Kohn-Sham gap (alpha / beta) in eV: 7.35 / 6.68

```
! RIJCOSX wB97M-V def2-TZVPD def2/J DEFGRID3
* xyz 1 4
Mo -1.1000 0.6868 -1.2081
C -2.6402 -2.5506 0.5629
C -3.1892 -1.1431 0.4121
C -4.2834 -1.0757 -0.6459
C -3.6772 -0.6069 1.7523
O -2.1098 -0.2637 0.0254
Ge 1.1308 -0.6268 1.2839
O 1.2540 0.4333 2.6847
C 1.9808 0.1830 3.9235
C 1.4350 -1.0727 4.5868
C 3.4670 0.0692 3.6173
C 1.7035 1.4070 4.7808
O 2.3032 -1.9409 1.3875
C 2.1660 -3.3659 1.1411
C 3.1041 -4.0274 2.1409
C 0.7259 -3.7924 1.3689
C 2.5981 -3.6766 -0.2839
H -3.4668 -3.2485 0.7001
H -1.9949 -2.6148 1.4402
H -2.0844 -2.8596 -0.3200
H -5.0741 -1.7888 -0.4123
H -3.8792 -1.3220 -1.6278
H -4.7259 -0.0795 -0.6789
H -4.4499 -1.2627 2.1558
H -4.0929 0.3946 1.6381
H -2.8509 -0.5703 2.4641
H 1.6129 -1.9493 3.9620
H 0.3632 -0.9691 4.7632
H 1.9255 -1.2385 5.5465
H 3.6733 -0.7836 2.9713
H 4.0305 -0.0613 4.5422
H 3.8178 0.9815 3.1314
H 0.6325 1.5201 4.9519
H 2.0767 2.3016 4.2838
H 2.2052 1.3113 5.7444
H 2.8047 -3.7947 3.1629
H 4.1262 -3.6798 1.9890
H 3.0853 -5.1103 2.0155
H 0.6132 -4.8646 1.2059
H 0.0677 -3.2826 0.6618
H 0.4124 -3.5694 2.3915
H 3.6039 -3.2971 -0.4721
H 1.9004 -3.2547 -1.0093
H 2.6196 -4.7569 -0.4321
C 3.8622 0.4747 -1.7007
C 3.8931 1.8739 -1.7193
C 3.0550 2.5722 -0.8985
C 2.1483 1.8932 -0.0674
N 2.1545 0.5420 -0.0312
C 2.9981 -0.1438 -0.8523
N 1.3731 2.6349 0.7613
C 0.1178 2.7093 0.9227
N -0.9250 2.2417 0.0972
C -2.1400 2.6852 0.6516
N -3.3253 2.6505 0.1684
C -3.6141 2.3490 -1.1405
C -4.8645 2.7416 -1.6237
C -5.1638 2.5782 -2.9555
C -4.2079 2.0326 -3.8106
C -3.0090 1.6295 -3.2839
N -2.7254 1.7600 -1.9670
C -1.8499 3.3626 1.9246
C -2.6986 3.9419 2.8499
C -2.1093 4.6033 3.9189
C -0.7215 4.7002 4.0347
C 0.1199 4.1217 3.0943
C -0.4769 3.4391 2.0521
H 4.5032 -0.1195 -2.3345
H 4.5685 2.3998 -2.3795
H 3.0382 3.6515 -0.8718
H 2.9478 -1.2163 -0.7757
H -5.5543 3.1912 -0.9254
H -6.1276 2.8873 -3.3373
H -4.3892 1.9145 -4.8683
H -2.2353 1.1958 -3.9008
H -3.7722 3.8842 2.7355
H -2.7345 5.0661 4.6706
H -0.2982 5.2413 4.8704
H 1.1953 4.2053 3.1620
O -1.6124 -0.8854 -2.6462
S -0.4327 -1.7820 -2.4718
O -0.7287 -3.1573 -2.2467
O 0.3328 -1.1205 -1.3680
C 0.5429 -1.6705 -3.9459
C 0.8018 -2.8940 -4.5570
C 1.5525 -2.9591 -5.7181
C 2.0517 -1.7946 -6.2751
C 1.7901 -0.5742 -5.6746
C 1.0358 -0.4893 -4.5094
S 0.7844 1.2298 -4.0594
O -0.0971 1.7505 -5.0622
O 2.0878 1.8038 -3.9275
O 0.0781 1.2630 -2.7185
H 0.4083 -3.7936 -4.1077
H 1.7398 -3.9176 -6.1817
H 2.6392 -1.8265 -7.1823
H 2.1725 0.3355 -6.1178
*
```